1.
DFT (wB97M-V/def2-TZVPD) results for 2 unconnected molecules or ions with the total composition C3H8N2O2.

Properties
relative energy (zero: lowest compared OMol25 entry of this formula, charge and spin)	5.2	kcal/mol
molar mass	104.109	Da
gap between HOMO and LUMO	10.648	eV
E	-10316.726	eV
charge	0
SMILES	O=C1NCCO1.N

```
15
C3H8N2O2, DFT wB97M-V/def2-TZVPD
O 0.02243 2.06700 0.21891
C -0.52394 0.99269 0.10261
N -0.04327 -0.13164 -0.50922
C -0.86188 -1.28189 -0.20028
C -2.15306 -0.59073 0.27554
O -1.76909 0.74633 0.59335
H 0.97794 -0.17799 -0.58409
H -0.41704 -1.90735 0.58517
H -1.03896 -1.90712 -1.08097
H -2.57989 -1.04743 1.17099
H -2.91409 -0.55903 -0.51043
N 2.68440 0.72506 -0.11841
H 2.12753 1.57960 -0.16095
H 3.54230 0.87958 -0.63930
H 2.94662 0.61292 0.85707
```

2.
DFT (wB97M-V/def2-TZVPD) results for 2 unconnected molecules or ions with the total composition C3H8N2O2 in a non-equilibrium geometry.

Properties
relative energy (zero: lowest compared OMol25 entry of this formula, charge and spin)	125.1	kcal/mol
molar mass	104.109	Da
gap between HOMO and LUMO	9.821	eV
E	-10311.526	eV
charge	0
SMILES	C=CNO.NC=O

```
15
C3H8N2O2, DFT wB97M-V/def2-TZVPD
C 1.51896 -1.59810 -0.37095
C 0.72528 -0.59172 -0.80008
N -0.70495 -0.54037 -0.49318
O -1.25172 -1.72794 -0.00645
H 2.46249 -1.76741 -0.87512
H 1.42335 -2.01622 0.62471
H 0.92730 -0.14953 -1.77098
H -1.26607 -0.20847 -1.28201
H -0.71834 -1.85843 0.81656
N -0.91257 2.26129 0.33347
C -0.43219 1.11792 0.94702
O 0.83057 1.03405 1.16150
H -0.79800 2.32658 -0.66999
H -0.66000 3.12988 0.78715
H -1.14409 0.58847 1.59834
```